# 1
An isolated molecule of C3H8FN3 in a non-equilibrium geometry. Source: OMol25; level of theory: wB97M-V/def2-TZVPD.

Geometry as XYZ:
```
15
Properties=species:S:1:pos:R:3:lowdin_charge:R:1
F 0.00512 -2.00288 -0.57227 -0.115
N 0.31463 1.31010 -0.07756 -0.128
N 0.14389 0.63008 -2.49022 0.061
N -0.79212 0.51549 0.30211 -0.142
C 0.38259 1.49399 -1.61384 -0.302
C -0.55485 -0.67107 1.30126 -0.192
C 0.52721 -1.62224 0.68257 -0.222
H -1.49947 -1.33468 1.11248 0.124
H -0.06392 -0.36177 -1.91528 0.108
H 0.74408 -2.70155 1.19034 0.156
H 0.43690 2.42233 0.22202 0.164
H 0.96275 2.32473 -1.88121 0.066
H -0.42579 -0.42522 2.41822 0.116
H -1.60722 1.20491 0.66630 0.166
H 1.42620 -0.78222 0.65508 0.141
```

largest force on an atom: 4.32 eV Å⁻¹
LUMO: 0.77 eV
DFT total energy: -383.08342 a.u.
SMILES: [H]/N=C\NNCCF
gap between HOMO and LUMO: 9.951 eV



# 2
A cluster of 5 separate species, C16H39BrO7S in total in a non-equilibrium geometry. Source: OMol25; level of theory: wB97M-V/def2-TZVPD.

Geometry as XYZ:
```
64
Properties=species:S:1:pos:R:3:lowdin_charge:R:1
Br 0.33210 -0.95837 0.25861 0.650
S -3.02061 0.39055 0.05243 0.817
O 2.23116 3.57410 0.78069 -0.071
O -3.02556 -1.16549 0.06336 -0.384
O 2.47485 -3.69913 -5.32240 -0.067
O -4.29639 0.86415 -0.74134 -0.384
O -5.20228 2.20530 3.29909 -0.113
O -1.60505 1.09269 -0.58719 -0.307
O 4.03387 -1.84280 0.25804 -0.084
C 4.55304 4.19011 0.68983 -0.065
C -1.88450 0.60287 2.63753 -0.189
C 5.73912 -3.22922 -0.71605 -0.067
C 3.60874 -2.71304 -1.94210 -0.062
C 4.24647 -2.97123 -0.58632 -0.500
C -6.98453 3.38934 2.20344 -0.056
C -0.44322 0.92559 0.29942 -0.642
C -3.29346 1.01205 1.83684 -0.211
C 0.70973 -5.31885 -5.52161 -0.068
C -6.61292 2.21557 3.09537 -0.488
C -7.31555 2.29785 4.44112 -0.063
C 3.83264 1.88865 1.39160 -0.062
C -0.69345 1.46950 1.84810 -0.186
C 1.34569 -4.24899 -4.64850 -0.512
C 3.49390 3.37069 1.40966 -0.501
C 0.35975 -3.13692 -4.32794 -0.060
H 2.30223 3.27122 -0.13974 0.087
H -1.13682 2.56172 1.72952 0.130
H 3.40318 3.71494 2.44563 0.141
H 6.25066 -2.36200 -1.14852 0.081
H -3.39109 2.18113 1.83571 0.114
H 0.38094 -4.89914 -6.47896 0.081
H -1.92926 0.83727 3.78445 0.121
H 1.43443 -6.10648 -5.75447 0.080
H 3.05553 1.31004 1.90250 0.076
H -4.24948 0.55914 2.33749 0.122
H 2.53679 -2.51683 -1.83204 0.056
H 4.79187 1.69697 1.88252 0.086
H -6.87899 1.27653 2.59800 0.145
H 4.45882 -1.07366 -0.15648 0.081
H 3.74127 -3.56972 -2.61024 0.077
H -4.95684 3.03541 3.74029 0.106
H -6.46199 3.32346 1.24304 0.084
H -7.02915 1.45328 5.07703 0.081
H 4.04466 -1.82750 -2.41808 0.088
H 4.28986 5.25331 0.70008 0.081
H 5.93560 -4.10141 -1.34735 0.081
H -8.06227 3.41602 2.01467 0.084
H -0.15316 -5.77274 -5.02435 0.081
H -7.02868 3.20899 4.97804 0.082
H 4.62975 3.89387 -0.36237 0.082
H -0.51366 -3.52529 -3.79485 0.085
H 5.53389 4.06754 1.15971 0.082
H 0.29756 1.54285 2.46781 0.120
H 0.42489 1.60671 -0.15508 0.116
H -1.77364 -0.56492 2.47150 0.105
H 1.70710 -4.70005 -3.71797 0.131
H 3.88378 1.51074 0.36431 0.078
H 6.18695 -3.40122 0.26865 0.079
H 0.83480 -2.36802 -3.70922 0.068
H -8.40323 2.29177 4.31955 0.083
H 0.01855 -2.63977 -5.24291 0.083
H 2.16350 -3.29636 -6.14995 0.092
H 3.76407 -3.83198 -0.11055 0.141
H -6.68592 4.33923 2.66094 0.082
```

largest force on an atom: 7.71 eV Å⁻¹
LUMO: 0.42 eV
DFT total energy: -4131.74874 a.u.
SMILES: O=S1(=O)CCC[C@@H](Br)O1.CC(C)O.CC(C)O.CC(C)O.CC(C)O
gap between HOMO and LUMO: 10.312 eV



# 3
The ion C6H14BrN3O with charge +2 in a non-equilibrium geometry. Source: OMol25; level of theory: wB97M-V/def2-TZVPD.

Geometry as XYZ:
```
25
Properties=species:S:1:pos:R:3:lowdin_charge:R:1
Br 2.91903 1.17676 -0.15380 0.904
O -2.62590 1.30625 0.12510 -0.047
N 0.08726 0.58555 -0.05287 -0.105
N 2.71187 -1.94877 -0.76951 0.184
N 0.99059 -2.46977 0.65953 0.234
C 1.75656 -1.67575 0.05770 -0.312
C 1.41710 0.09501 0.48146 -0.430
C -0.43502 1.80251 0.67455 -0.080
C -2.27951 0.27069 -0.64625 -0.209
C -1.04234 -0.40757 -0.07409 -0.062
C -1.66083 2.28822 0.03297 -0.180
H 3.13223 -1.10366 -1.32405 0.132
H -0.97795 -0.64331 0.96958 0.125
H -3.21747 -0.34577 -0.79142 0.180
H 3.15981 -2.93948 -0.93131 0.225
H -0.77125 -1.37571 -0.48622 0.131
H 0.97313 -3.42116 0.39629 0.156
H 0.19695 -2.29974 1.21231 0.127
H 0.25447 2.64306 0.79621 0.155
H -1.42415 2.59180 -1.05940 0.183
H -0.64505 1.36908 1.68031 0.169
H 1.38427 -0.08348 1.49599 0.081
H -2.13917 3.17233 0.36197 0.150
H -2.01757 0.40366 -1.75328 0.170
H 0.25294 1.00924 -0.90179 0.120
```

largest force on an atom: 5.69 eV Å⁻¹
charge: +2
LUMO: -7.23 eV
DFT total energy: -3049.81479 a.u.
SMILES: NC(=[NH2+])[C@@H](Br)[NH+]1CCOCC1
gap between HOMO and LUMO: 10.535 eV



# 4
A structure of composition C11H10MoNO3S4 in a non-equilibrium geometry. Source: OMol25; level of theory: wB97M-V/def2-TZVPD.

Geometry as XYZ:
```
30
Properties=species:S:1:pos:R:3:lowdin_charge:R:1
Mo -0.05100 0.93064 0.57858 0.847
S 0.13198 4.30708 1.73939 0.098
S -0.99409 1.32942 2.60466 0.206
S 0.12202 3.10247 0.05381 0.208
S -0.70981 3.25640 3.23404 0.100
O -2.20343 -0.91225 -0.15227 -0.059
O 1.69923 -1.82598 -1.32056 0.131
O 2.12238 1.49050 1.69866 -0.028
N 1.60879 -0.05071 0.15911 -0.079
C -2.93739 1.21607 -0.69682 -0.051
C 6.23608 -0.04951 0.43611 -0.036
C 2.26791 -1.03359 -0.62037 -0.378
C -1.86353 0.33612 -0.16986 -0.397
C 2.53657 0.66622 0.89140 -0.449
C 6.07747 -1.09996 -0.46034 -0.032
C 3.88727 0.21846 0.52778 -0.086
C -1.27413 -1.84680 0.42720 -0.017
C 3.72616 -0.83463 -0.38125 -0.080
C 4.81580 -1.50749 -0.88910 0.024
C 5.13498 0.63031 0.94806 0.024
H -3.15113 1.99700 0.03442 0.088
H 7.23061 0.24382 0.74372 0.117
H 5.24935 1.45675 1.63667 0.130
H -0.76120 -1.39330 1.29315 0.070
H 4.69799 -2.32346 -1.58915 0.131
H -0.54707 -2.16722 -0.31456 0.089
H 6.95261 -1.61356 -0.83537 0.118
H -2.58568 1.71805 -1.60028 0.096
H -3.84438 0.65421 -0.91725 0.100
H -1.85054 -2.69394 0.78412 0.115
```

largest force on an atom: 2.58 eV Å⁻¹
charge: +1
LUMO (spin up / spin down): -5.81 / -5.81 eV
DFT total energy: -2366.35992 a.u.
gap between HOMO and LUMO (spin up / spin down): 5.990 / 5.989 eV



# 5
A structure of composition C27H30AsN4O4SSc. Source: OMol25; level of theory: wB97M-V/def2-TZVPD.

Geometry as XYZ:
```
68
Properties=species:S:1:pos:R:3:lowdin_charge:R:1
As 1.28154 -1.62360 1.85796 0.800
Sc -1.05972 1.24065 0.13145 0.883
S 0.17787 0.22113 2.05480 0.254
O -1.18841 -5.21702 1.03054 -0.049
O -0.64412 0.20925 -1.41939 -0.157
O -1.53219 3.36545 0.43996 -0.229
O -4.99461 -3.86964 0.08079 0.133
N -3.15684 0.42799 0.62204 -0.029
N 1.66596 1.93750 -1.18555 0.144
N -2.87422 -3.72339 0.89487 0.082
N 0.66145 2.34132 -0.53064 -0.052
C -5.37178 -1.15569 1.18887 0.061
C 1.68020 -1.44915 -3.59661 0.029
C 0.80242 3.59757 0.11731 -0.180
C 2.00466 5.49629 0.93419 -0.039
C 0.89070 -2.66368 0.29555 -0.203
C 0.52352 -1.12800 -2.95045 -0.006
C 2.87792 -0.71074 -3.41121 -0.161
C 3.14847 -1.17183 1.86796 -0.222
C 1.63464 0.77281 -1.88731 -0.132
C -2.58420 -5.13772 0.81060 -0.218
C -5.40643 0.21296 1.40142 0.006
C 1.99983 4.28849 0.26131 0.016
C -4.27886 0.96371 1.12556 -0.086
C 4.05510 1.15214 -2.40242 -0.019
C 0.89747 -2.69412 3.40411 -0.224
C -0.36767 4.13501 0.64622 -0.208
C 5.21103 -0.35115 -3.90363 -0.049
C -0.37175 5.33442 1.32884 0.009
C 0.83038 6.01352 1.46666 -0.032
C 4.06651 -1.07893 -4.07803 -0.012
C 2.86705 0.41759 -2.56231 -0.097
C 0.48242 -0.03066 -2.06462 -0.301
C -4.19241 -1.72892 0.73011 -0.085
C -4.08476 -3.21677 0.53132 -0.443
C -2.75616 4.11532 0.23328 -0.002
C 5.19890 0.77144 -3.06049 -0.042
C -3.13186 -0.90033 0.43074 -0.088
H -0.94424 -6.14469 1.11910 0.106
H 6.10451 1.34913 -2.93200 0.117
H 4.06386 2.02405 -1.76527 0.102
H -0.14994 -2.98484 0.31546 0.021
H -3.13774 -5.70169 1.56704 0.142
H -4.27312 2.02933 1.30905 0.109
H 1.52733 -3.54822 0.29257 0.066
H -2.53975 4.98422 -0.38393 0.122
H 0.84704 6.95617 1.99550 0.124
H 2.93069 6.04204 1.04874 0.122
H 3.75275 -2.07656 1.91697 0.057
H 2.90493 3.87171 -0.15496 0.114
H -2.87303 -5.49166 -0.18007 0.139
H 3.37409 -0.62193 0.95517 0.040
H -6.23180 -1.78472 1.38079 0.145
H -3.17066 4.42170 1.19124 0.109
H 4.05135 -1.94230 -4.73123 0.124
H -1.28320 5.74257 1.74243 0.127
H 1.05106 -2.09747 4.30053 0.053
H 1.09929 -2.06449 -0.58739 0.018
H -0.38558 -1.69621 -3.09506 0.132
H -2.31612 -3.21091 1.56006 0.131
H 6.12221 -0.62928 -4.41468 0.117
H -0.13221 -3.04261 3.35949 0.039
H 1.69885 -2.29561 -4.27289 0.134
H 3.34635 -0.54318 2.73368 0.052
H -2.22713 -1.31549 -0.00362 0.104
H 1.56901 -3.55235 3.40639 0.058
H -3.44837 3.46082 -0.28997 0.095
H -6.29247 0.69923 1.78310 0.129
```

largest force on an atom: 0.40 eV Å⁻¹
charge: +2
LUMO: -6.55 eV
DFT total energy: -4961.18587 a.u.
gap between HOMO and LUMO: 6.551 eV



# 6
A cluster of 2 separate species, CH7PSi in total in a non-equilibrium geometry. Source: OMol25; level of theory: wB97M-V/def2-TZVPD.

Geometry as XYZ:
```
10
Properties=species:S:1:pos:R:3:lowdin_charge:R:1
P -0.36433 1.12368 -0.81160 0.585
Si 0.71843 -1.61242 -0.89923 0.592
C -0.78933 1.13648 0.99047 -0.536
H 0.92179 1.41284 -0.62527 -0.237
H -1.84697 0.70415 1.15502 0.034
H -0.76085 2.11577 1.51095 0.015
H 0.95412 -1.60947 0.47915 -0.182
H 1.80247 -1.31544 -1.79358 -0.164
H -0.07391 0.36849 1.47115 0.002
H -0.56143 -2.32410 -1.47706 -0.110
```

largest force on an atom: 4.84 eV Å⁻¹
LUMO (spin up / spin down): -0.10 / -0.13 eV
DFT total energy: -673.02604 a.u.
gap between HOMO and LUMO (spin up / spin down): 7.766 / 7.743 eV



# 7
An isolated molecule of C4H6N2 in a non-equilibrium geometry. Source: OMol25; level of theory: wB97M-V/def2-TZVPD.

Geometry as XYZ:
```
12
Properties=species:S:1:pos:R:3:lowdin_charge:R:1
N 0.09229 -0.78979 0.36872 -0.258
N 0.49022 -1.85258 0.99944 0.063
C -0.73841 1.34302 1.37819 0.019
C 0.15579 0.18912 -1.92786 0.042
C -0.00586 0.42661 0.81789 -0.124
C 0.55060 -0.68098 -1.00719 -0.128
H -1.80751 1.22487 1.52942 0.061
H -0.34105 1.11250 -1.67186 0.060
H 1.07516 -1.58703 -1.27336 0.106
H -0.31253 2.26726 1.73673 0.050
H 0.41570 0.04861 -2.95910 0.057
H 0.42559 -1.70161 2.00897 0.053
```

largest force on an atom: 2.95 eV Å⁻¹
LUMO (spin up / spin down): 0.19 / 0.20 eV
DFT total energy: -265.33383 a.u.
gap between HOMO and LUMO (spin up / spin down): 8.081 / 8.203 eV